{"formula": "C8H23BBr4F6NO10S2Zr", "method": "ωB97M-V with the def2-TZVPD basis set", "charge": 1, "homo_ha": -0.448, "lumo_ev": -6.03, "homo_lumo_gap_ev": 6.17, "species": ["Zr", "Br", "Br", "Br", "Br", "S", "S", "F", "F", "F", "F", "F", "F", "O", "O", "O", "O", "O", "O", "O", "O", "O", "O", "N", "C", "C", "C", "C", "C", "C", "C", "C", "B", "H", "H", "H", "H", "H", "H", "H", "H", "H", "H", "H", "H", "H", "H", "H", "H", "H", "H", "H", "H", "H", "H", "H"], "xyz": [[-1.557, 1.329, -1.140], [4.411, 3.565, 0.999], [1.099, 2.374, 2.731], [5.342, -0.795, 2.804], [2.533, 1.127, 5.584], [-2.736, -3.259, -3.112], [-0.352, -3.365, -2.183], [-4.071, -0.964, -3.965], [-4.650, -1.814, -2.005], [-5.266, -2.847, -3.887], [-0.036, -2.587, 0.342], [0.367, -4.718, 0.054], [-1.725, -4.016, 0.057], [0.886, -2.644, -2.295], [-2.235, -0.615, -0.365], [3.162, -0.217, -1.233], [-2.598, 1.884, 0.794], [-3.145, -4.470, -2.383], [-0.623, 2.763, -2.573], [-1.075, 0.048, -2.838], [-1.315, 3.289, 0.083], [-2.349, -3.509, -4.499], [-0.408, -4.621, -2.916], [-1.786, -2.305, -2.335], [1.137, 0.404, 3.077], [-2.460, 3.842, 2.132], [1.135, 0.110, 4.604], [-2.114, 2.984, 0.969], [-0.507, -3.718, -0.260], [-4.269, -2.163, -3.278], [4.188, 1.730, 1.841], [5.475, 0.898, 1.698], [0.406, 0.666, -0.230], [-2.141, -1.410, -0.890], [-3.261, 3.412, 2.733], [-1.590, 3.891, 2.788], [0.294, -0.287, -0.722], [1.361, 0.687, 0.272], [5.702, 0.592, 0.677], [-1.266, -0.890, -2.815], [3.335, 1.263, 1.348], [1.103, -0.950, 4.856], [0.240, -0.046, 2.651], [2.001, -0.053, 2.594], [0.431, 1.388, -1.031], [-0.441, 0.844, 0.415], [-2.441, -0.931, 0.515], [2.286, 0.043, -0.949], [3.998, 1.865, 2.905], [0.145, 3.286, -2.345], [-2.843, 4.818, 1.833], [3.283, -1.093, -0.865], [6.324, 1.518, 1.983], [-0.817, 3.004, -3.479], [-0.744, 0.203, -3.723], [0.174, 0.458, 4.981]]}

***

{"formula": "C4H13N2O2", "method": "ωB97M-V with the def2-TZVPD basis set", "charge": 1, "homo_ha": -0.526, "relative_energy_kcal_mol": 45.0, "lumo_ev": -3.16, "homo_lumo_gap_ev": 11.15, "species": ["O", "O", "N", "N", "C", "C", "C", "C", "H", "H", "H", "H", "H", "H", "H", "H", "H", "H", "H", "H", "H"], "xyz": [[2.741, 1.001, 1.179], [-1.650, 1.779, -0.963], [0.139, 2.315, 0.375], [-2.122, -0.647, -0.256], [0.410, -2.230, -0.447], [-0.764, -0.090, 0.150], [0.318, -0.736, -0.709], [-0.782, 1.446, -0.151], [0.040, 3.307, 0.171], [-0.429, -2.677, -1.069], [0.540, -2.503, 0.652], [2.785, 1.157, 2.078], [3.250, 1.743, 0.801], [1.312, -2.727, -0.972], [-0.687, -0.254, 1.329], [0.085, -0.466, -1.800], [-2.578, 0.155, -0.814], [1.263, -0.189, -0.474], [-2.727, -0.914, 0.557], [-2.005, -1.569, -0.840], [0.862, 2.098, 1.202]]}

***

{"formula": "C16H28N2O", "method": "ωB97M-V with the def2-TZVPD basis set", "charge": 0, "homo_ha": -0.339, "relative_energy_kcal_mol": 0.9, "smiles": "CCCNC(=O)NCC[C@]12C[C@H]3C[C@H](C[C@H](C3)C1)C2", "lumo_ev": 0.76, "homo_lumo_gap_ev": 9.97, "species": ["O", "N", "N", "C", "C", "C", "C", "C", "C", "C", "C", "C", "C", "C", "C", "C", "C", "C", "C", "H", "H", "H", "H", "H", "H", "H", "H", "H", "H", "H", "H", "H", "H", "H", "H", "H", "H", "H", "H", "H", "H", "H", "H", "H", "H", "H", "H"], "xyz": [[0.676, -1.870, 2.529], [1.444, 0.099, 1.679], [1.470, -0.326, 3.955], [2.295, 0.799, 4.332], [1.158, -0.767, 2.701], [-1.932, -1.485, -2.897], [-3.015, 0.750, -2.731], [-0.103, 0.749, -2.434], [4.202, -0.614, 5.201], [-1.261, -1.269, -1.540], [-1.020, -0.960, -4.004], [3.167, 0.453, 5.539], [-0.387, 0.479, 0.076], [-2.105, 1.279, -3.837], [-3.265, -0.741, -2.942], [-1.003, 0.223, -1.310], [-0.774, 0.532, -3.791], [-2.346, 0.966, -1.376], [0.966, -0.186, 0.342], [1.662, 1.666, 4.576], [-2.183, 2.034, -1.213], [2.944, 1.068, 3.494], [0.093, 1.813, -2.283], [0.878, -1.270, 0.279], [-0.115, 0.911, -4.582], [-3.969, 1.289, -2.754], [-3.929, -1.121, -2.161], [-1.896, -1.659, -0.742], [-0.319, -1.819, -1.516], [-3.002, 0.604, -0.580], [-0.274, 1.561, 0.209], [4.892, -0.247, 4.445], [1.720, 0.164, -0.367], [0.854, 0.224, -2.422], [3.719, -1.508, 4.815], [-3.753, -0.906, -3.906], [-0.070, -1.500, -3.991], [2.527, 0.105, 6.353], [-1.484, -1.125, -4.980], [1.532, 1.076, 1.908], [-1.086, 0.122, 0.837], [4.772, -0.885, 6.086], [-2.578, 1.137, -4.811], [1.274, -0.999, 4.680], [-2.107, -2.556, -3.045], [-1.936, 2.350, -3.700], [3.670, 1.360, 5.877]]}

***

{"formula": "C2H6O2S", "method": "ωB97M-V with the def2-TZVPD basis set", "charge": 0, "homo_ha": -0.346, "relative_energy_kcal_mol": 17.4, "smiles": "O=CO.CS", "lumo_ev": 0.69, "homo_lumo_gap_ev": 10.12, "species": ["S", "O", "O", "C", "C", "H", "H", "H", "H", "H", "H"], "xyz": [[-1.408, -0.424, -0.144], [2.136, -0.645, -0.189], [1.317, 0.792, -1.688], [-1.338, 0.418, 1.435], [2.134, -0.242, -1.314], [2.497, -0.688, -2.257], [0.389, 0.557, -1.519], [-1.760, -1.624, 0.277], [-1.245, -0.200, 2.312], [-0.464, 1.056, 1.529], [-2.256, 1.000, 1.557]]}

***

{"formula": "C17H14F3NO2", "method": "ωB97M-V with the def2-TZVPD basis set", "charge": 0, "homo_ha": -0.326, "relative_energy_kcal_mol": 3.3, "smiles": "Cc1ccccc1[C@]1(C)ON(c2ccccc2C(F)(F)F)C1=O", "lumo_ev": 0.08, "homo_lumo_gap_ev": 8.94, "species": ["F", "F", "F", "O", "O", "N", "C", "C", "C", "C", "C", "C", "C", "C", "C", "C", "C", "C", "C", "C", "C", "C", "C", "H", "H", "H", "H", "H", "H", "H", "H", "H", "H", "H", "H", "H", "H"], "xyz": [[0.288, -2.243, 2.328], [-0.467, -4.228, 2.529], [-1.829, -2.489, 2.013], [0.977, 0.110, -2.331], [-0.646, -0.161, 0.443], [0.253, -0.944, -0.328], [0.866, 3.189, -0.874], [0.079, -2.347, -0.658], [-0.602, -3.073, 1.799], [-0.265, -3.377, 0.351], [0.500, 0.097, -1.153], [1.685, 4.638, 0.853], [0.291, 2.757, 1.437], [-0.541, 1.035, -0.415], [1.541, 4.328, -0.492], [1.067, 3.849, 1.807], [-0.366, 2.028, 2.536], [-0.373, -4.724, -0.103], [-0.161, -5.021, -1.445], [0.149, -4.078, -2.436], [0.235, -2.741, -2.008], [-1.785, 1.414, -1.258], [0.214, 2.330, 0.049], [2.081, 4.956, -1.203], [-0.595, 2.501, 3.452], [-1.332, 1.655, 2.277], [-1.438, 2.106, -2.055], [-2.035, 0.466, -1.676], [0.361, -2.026, -2.713], [1.002, 2.871, -1.923], [-0.276, -6.019, -1.835], [2.341, 5.518, 1.130], [0.331, 1.161, 2.654], [-2.570, 1.974, -0.656], [0.235, -4.106, -3.481], [-0.603, -5.496, 0.599], [1.389, 4.091, 2.783]]}

***

{"formula": "C7H23N2OSi2", "method": "ωB97M-V with the def2-TZVPD basis set", "charge": 1, "homo_ha": -0.483, "relative_energy_kcal_mol": 0.0, "smiles": "C[NH2+]CN[Si](C)(C)O[Si](C)(C)C", "lumo_ev": -2.73, "homo_lumo_gap_ev": 10.41, "species": ["Si", "Si", "O", "N", "N", "C", "C", "C", "C", "C", "C", "C", "H", "H", "H", "H", "H", "H", "H", "H", "H", "H", "H", "H", "H", "H", "H", "H", "H", "H", "H", "H", "H", "H", "H"], "xyz": [[1.789, 0.282, 0.117], [-0.761, -1.539, -0.293], [0.204, -0.116, -0.135], [-1.597, 1.531, 0.560], [-2.242, -0.927, 0.587], [-1.589, 2.680, -0.368], [2.334, 0.437, -1.699], [-2.782, 0.735, 0.301], [-0.547, -2.888, 0.942], [2.607, -1.146, 1.271], [1.795, 1.868, 1.223], [-0.626, -1.878, -2.111], [-2.922, -1.655, 0.534], [-3.091, 0.929, -0.715], [-0.872, 2.856, -1.135], [-3.551, 0.915, 1.095], [-0.733, 0.920, 0.562], [-1.395, 3.660, 0.218], [1.734, 2.773, 0.662], [0.154, -3.687, 0.757], [2.550, 1.577, -1.891], [3.604, -1.277, 0.809], [-0.620, -2.921, -2.241], [2.130, -2.136, 1.159], [-1.441, -1.385, -2.786], [-2.524, 2.796, -0.900], [-0.331, -2.495, 2.045], [1.710, 0.075, -2.520], [3.284, -0.095, -1.835], [-1.673, 1.898, 1.522], [1.124, 1.882, 2.033], [2.828, 1.940, 1.496], [0.387, -1.378, -2.469], [-1.496, -3.391, 0.942], [2.558, -0.841, 2.262]]}

***

{"formula": "C23H30FN5O4S", "method": "ωB97M-V with the def2-TZVPD basis set", "charge": 0, "homo_ha": -0.312, "relative_energy_kcal_mol": 0.0, "lumo_ev": -0.29, "homo_lumo_gap_ev": 8.20, "species": ["S", "F", "O", "O", "O", "O", "N", "N", "N", "N", "N", "C", "C", "C", "C", "C", "C", "C", "C", "C", "C", "C", "C", "C", "C", "C", "C", "C", "C", "C", "C", "C", "C", "C", "H", "H", "H", "H", "H", "H", "H", "H", "H", "H", "H", "H", "H", "H", "H", "H", "H", "H", "H", "H", "H", "H", "H", "H", "H", "H", "H", "H", "H", "H"], "xyz": [[1.609, -1.238, 3.044], [-4.805, -4.820, -0.528], [-0.537, 2.805, 4.483], [-1.174, -0.634, 0.361], [3.205, 0.657, 0.851], [0.832, -1.214, -3.441], [-0.872, 1.547, 2.033], [0.722, -1.755, -0.143], [-0.803, -0.193, -2.255], [1.443, -0.123, 4.197], [0.980, 1.925, 5.912], [-2.445, 1.131, -3.497], [-3.015, 2.075, -2.443], [0.086, -1.160, -2.481], [-1.895, 3.097, -2.272], [-3.624, -4.200, -0.734], [3.811, 2.069, 2.675], [-0.970, 0.969, -3.098], [-0.013, 0.660, 2.568], [-0.023, -0.969, 0.671], [-3.404, -3.549, -1.932], [0.489, -0.490, 1.951], [3.109, 1.981, 1.329], [0.283, 1.944, 4.760], [2.719, 0.498, -0.461], [0.125, -2.255, -1.384], [2.155, -1.931, -0.032], [-2.193, -2.910, -2.132], [-0.613, 2.259, -2.323], [-2.659, -4.244, 0.256], [2.940, -0.943, -0.904], [-1.452, -3.607, 0.037], [0.597, 0.825, 3.850], [-1.214, -2.917, -1.146], [-2.957, 0.170, -3.529], [0.819, 2.636, 6.604], [-2.008, -2.411, -3.071], [-1.979, 3.662, -1.345], [0.812, -3.021, -1.766], [3.999, -1.179, -0.808], [3.580, 2.669, 0.610], [-1.211, 2.258, 2.671], [2.651, -1.040, -1.951], [-1.915, 3.802, -3.104], [-0.691, -3.645, 0.802], [-2.510, 1.592, -4.483], [-3.181, 1.536, -1.509], [-1.333, -0.235, -1.387], [2.050, 2.269, 1.426], [-4.171, -3.545, -2.691], [3.246, 1.181, -1.145], [2.398, -2.955, -0.330], [-2.856, -4.772, 1.175], [2.472, -1.794, 0.998], [1.623, 1.173, 6.090], [-0.296, 1.993, -1.313], [0.206, 2.797, -2.797], [1.647, 0.755, -0.502], [4.863, 1.825, 2.560], [3.369, 1.365, 3.374], [-0.323, 0.815, -3.964], [-3.954, 2.530, -2.751], [-1.463, 1.209, 1.289], [3.715, 3.075, 3.074]]}

***

{"formula": "C5H10ClN", "method": "ωB97M-V with the def2-TZVPD basis set", "charge": 0, "homo_ha": -0.349, "relative_energy_kcal_mol": 44.0, "smiles": "[H]/N=C\\C.C=C(C)Cl", "lumo_ev": 0.92, "homo_lumo_gap_ev": 10.41, "species": ["Cl", "N", "C", "C", "C", "C", "C", "H", "H", "H", "H", "H", "H", "H", "H", "H", "H"], "xyz": [[-0.166, -0.243, -1.392], [-0.639, -0.075, 1.865], [-1.452, -1.046, 1.875], [1.721, 1.519, -2.200], [1.245, 0.712, -1.281], [-2.546, -1.111, 0.777], [2.000, 0.246, -0.079], [-0.941, 0.629, 1.109], [-1.332, -1.872, 2.486], [-2.895, -0.136, 0.600], [1.292, 0.076, 0.762], [2.673, 2.080, -2.056], [-2.225, -1.464, -0.200], [1.230, 1.805, -3.093], [2.662, 1.068, 0.197], [2.791, -0.417, -0.415], [-3.419, -1.773, 1.043]]}

***

{"formula": "C4H6CsO3", "method": "ωB97M-V with the def2-TZVPD basis set", "charge": 1, "homo_ha": -0.477, "relative_energy_kcal_mol": 27.2, "lumo_ev": -3.67, "homo_lumo_gap_ev": 9.32, "species": ["Cs", "O", "O", "O", "C", "C", "C", "C", "H", "H", "H", "H", "H", "H"], "xyz": [[3.030, 2.294, -0.136], [2.163, -1.272, -0.271], [0.305, -2.461, -0.960], [-0.848, 0.770, -0.334], [-4.284, -0.225, -1.461], [1.139, -1.797, -0.480], [-2.746, -0.474, -1.022], [-2.011, 0.773, -0.742], [-2.470, 1.735, -1.048], [-3.124, -0.975, -0.049], [-4.841, 0.340, -0.702], [-4.305, 0.364, -2.390], [-4.771, -1.187, -1.660], [-2.250, -0.950, -1.885]]}

***

{"formula": "C28H39Cl2MgN3O2Sb", "method": "ωB97M-V with the def2-TZVPD basis set", "charge": -1, "homo_ha": -0.140, "relative_energy_kcal_mol": 0.1, "lumo_ev": 2.58, "homo_lumo_gap_ev": 6.39, "species": ["Sb", "Cl", "Cl", "Mg", "O", "O", "N", "N", "N", "C", "C", "C", "C", "C", "C", "C", "C", "C", "C", "C", "C", "C", "C", "C", "C", "C", "C", "C", "C", "C", "C", "C", "C", "C", "C", "C", "C", "H", "H", "H", "H", "H", "H", "H", "H", "H", "H", "H", "H", "H", "H", "H", "H", "H", "H", "H", "H", "H", "H", "H", "H", "H", "H", "H", "H", "H", "H", "H", "H", "H", "H", "H", "H", "H", "H", "H"], "xyz": [[-1.787, -1.004, -2.614], [1.719, -3.258, -2.490], [0.513, 2.827, 7.782], [2.219, -0.433, -0.718], [1.237, 3.542, -1.008], [-1.208, 0.465, 0.029], [3.583, -0.089, 0.766], [1.553, 1.430, -0.107], [1.664, 0.484, -2.647], [2.271, 1.965, 1.046], [2.086, 1.213, 6.274], [1.535, -2.472, -0.833], [4.165, 1.445, 2.582], [-2.396, -2.394, -1.074], [-3.838, -2.347, -0.587], [2.075, 0.019, 2.672], [0.294, 1.768, -4.683], [1.595, -0.053, -3.868], [4.583, -0.868, 1.189], [0.954, 2.009, 6.300], [1.655, 0.699, 3.942], [1.066, 1.663, -2.430], [-2.131, -0.151, 2.194], [0.928, 0.556, -4.915], [3.048, 0.851, 1.765], [0.524, 1.508, 4.008], [0.164, 2.165, 5.176], [-1.995, 0.913, 1.118], [-3.381, 0.457, -2.438], [-3.704, -3.123, -4.092], [2.427, 0.567, 5.096], [5.208, 0.662, 2.903], [-4.742, 0.147, -3.048], [5.345, -0.642, 2.312], [0.370, 2.335, -3.424], [1.274, 2.310, -1.065], [-2.593, -2.103, -4.319], [-0.072, 3.290, -3.179], [-4.661, -0.095, -4.110], [-0.250, 2.264, -5.478], [-2.724, 0.223, 3.034], [-3.465, 0.665, -1.370], [-0.718, 2.790, 5.215], [6.169, -1.295, 2.561], [2.988, 2.714, 0.693], [1.614, 2.482, 1.754], [0.900, 0.078, -5.884], [-4.120, -1.340, -0.269], [-2.902, -1.352, -5.053], [-2.134, -3.390, -1.440], [-2.967, 1.366, -2.882], [4.828, -1.708, 0.539], [-2.627, -1.033, 1.787], [0.482, -2.633, -0.595], [-3.414, -3.866, -3.346], [-1.584, 1.841, 1.531], [-3.949, -3.667, -5.010], [1.198, -0.247, 2.071], [-1.155, -0.452, 2.575], [-2.987, 1.164, 0.728], [-0.291, 0.786, 0.118], [-5.220, -0.701, -2.557], [-1.718, -2.600, -4.746], [-3.990, -3.009, 0.271], [2.102, -3.140, -0.180], [-4.540, -2.653, -1.364], [2.601, -0.906, 2.919], [-0.093, 1.627, 3.126], [-4.622, -2.651, -3.739], [4.092, 2.474, 2.919], [-1.717, -2.174, -0.250], [6.001, 1.041, 3.541], [2.069, -1.018, -3.987], [-5.422, 1.000, -2.962], [3.319, -0.048, 5.059], [2.693, 1.106, 7.163]]}

***

{"formula": "C5H13NO2", "method": "ωB97M-V with the def2-TZVPD basis set", "charge": 1, "multiplicity": 2, "s_squared": 0.76, "homo_ha": [-0.503, -0.503], "relative_energy_kcal_mol": 31.5, "lumo_ev": [-4.03, -7.70], "homo_lumo_gap_ev": [9.66, 5.97], "species": ["O", "O", "N", "C", "C", "C", "C", "C", "H", "H", "H", "H", "H", "H", "H", "H", "H", "H", "H", "H", "H"], "xyz": [[-3.649, 1.407, 2.001], [4.471, 0.262, -3.415], [2.336, -1.457, -0.559], [1.343, -1.047, 0.233], [-1.095, -0.645, 0.649], [-2.319, 1.485, 1.515], [-2.014, 0.565, 0.317], [0.056, -0.839, -0.206], [4.144, -0.398, -2.794], [2.132, -1.910, -1.443], [-2.958, 0.298, -0.214], [-3.772, 0.546, 2.423], [-1.550, 1.437, 2.324], [3.307, -1.169, -0.542], [-2.253, 2.502, 1.216], [4.685, 1.045, -2.897], [1.513, -0.960, 1.295], [-1.648, -1.594, 0.847], [-1.453, 1.172, -0.463], [-0.254, -0.977, -1.239], [-0.660, -0.461, 1.680]]}

***

{"formula": "C5H10S", "method": "ωB97M-V with the def2-TZVPD basis set", "charge": 0, "homo_ha": -0.311, "relative_energy_kcal_mol": 23.8, "smiles": "C=C(C)CSC", "lumo_ev": 1.01, "homo_lumo_gap_ev": 9.48, "species": ["S", "C", "C", "C", "C", "C", "H", "H", "H", "H", "H", "H", "H", "H", "H", "H"], "xyz": [[-1.250, -0.014, -0.681], [1.436, 0.117, 0.220], [-2.595, -0.060, 0.410], [1.872, 1.340, -0.045], [2.188, -1.139, -0.099], [0.023, -0.064, 0.688], [1.275, 2.273, 0.094], [-2.484, -0.828, 1.198], [-3.538, -0.202, -0.118], [-2.633, 0.882, 0.944], [1.813, -1.485, -1.036], [-0.035, -0.983, 1.228], [2.899, 1.456, -0.391], [-0.191, 0.788, 1.417], [2.099, -1.865, 0.748], [3.257, -0.974, -0.230]]}